No. 1
Molecular formula: C29H34N3O7PS2SeV
Method: DFT, wB97M-V/def2-TZVPD

Values from the calculation:
LUMO = -5.35 eV
Relative energy (zero: lowest compared OMol25 entry of this formula, charge and spin) = 0.1058 eV
HOMO = -11.273 eV
Molecular weight = 761.62 g/mol

```
! wB97M-V def2-TZVPD RIJCOSX def2/J DEFGRID3
* xyz 1 1
V 1.5933 0.1723 0.7355
O 2.6019 0.8975 4.3749
Se 1.4354 0.9478 3.3134
O -0.0084 1.5150 3.6280
O 1.2908 -0.5441 2.4208
O 2.0250 1.5879 1.7807
C -3.5507 0.0134 -2.8333
C -3.5082 -1.2985 -2.1016
C -3.3811 -2.5058 -2.7798
C -3.2971 -3.7072 -2.0913
C -3.3571 -3.7216 -0.7050
N -3.2140 -4.9516 -0.0085
C -2.5312 -5.1522 1.1658
O -2.7966 -6.0431 1.9387
N -1.4923 -4.2504 1.4558
C -0.6342 -3.6168 0.5628
C -0.3591 -4.1122 -0.7083
C 0.4690 -3.3864 -1.5426
C 1.0368 -2.2140 -1.0904
N 0.8114 -1.7536 0.1522
C -0.0211 -2.4307 0.9491
C -3.5442 -2.5296 -0.0158
C -3.6024 -1.3360 -0.7109
H -3.6895 -0.1332 -3.9031
H -2.6193 0.5680 -2.6893
H -4.3680 0.6370 -2.4677
H -3.3371 -2.5097 -3.8618
H -3.1721 -4.6387 -2.6300
H -3.8849 -5.6788 -0.1931
H -1.2015 -4.3145 2.4173
H -0.7945 -5.0471 -1.0332
H 0.6871 -3.7336 -2.5419
H 1.6861 -1.6259 -1.7207
H -0.2132 -2.0091 1.9246
H -3.6375 -2.5403 1.0626
H -3.7522 -0.4145 -0.1642
C 1.2980 4.7723 2.3344
C -0.0142 4.7983 1.5838
C -1.1887 5.1026 2.4827
O -0.2827 3.4524 1.0087
P 0.0073 3.1018 -0.4929
S 1.5941 3.7898 -1.3155
S -0.0833 0.9450 -0.4419
O -1.2694 3.3624 -1.3545
C -2.7111 3.3754 -1.0659
C -3.0914 2.5802 0.1641
C -3.1433 4.8238 -1.0144
H 1.5068 5.7687 2.7261
H 2.1184 4.4728 1.6888
H 1.2351 4.0881 3.1798
H 0.0419 5.5038 0.7501
H -1.2629 4.3446 3.2637
H -2.1276 5.1310 1.9314
H -1.0395 6.0754 2.9504
H -3.1268 2.8951 -1.9520
H -2.6811 3.0111 1.0742
H -2.7585 1.5462 0.0897
H -4.1790 2.5819 0.2423
H -2.7117 5.3277 -0.1486
H -4.2290 4.8788 -0.9367
H -2.8319 5.3484 -1.9156
C 6.1314 -3.1942 0.3181
C 4.9274 -3.2909 1.0394
C 3.9397 -2.3529 0.8856
C 4.1203 -1.2759 -0.0040
C 3.1486 -0.2549 -0.2288
C 3.3638 0.8146 -1.0812
C 4.5903 0.9119 -1.7621
C 5.5365 -0.0618 -1.5898
C 5.3369 -1.1665 -0.7207
C 6.3339 -2.1504 -0.5422
H 6.8986 -3.9433 0.4541
H 4.7840 -4.1113 1.7295
H 3.0257 -2.4306 1.4598
H 2.6215 1.5964 -1.2399
H 4.7656 1.7500 -2.4221
H 6.4759 0.0029 -2.1250
H 7.2613 -2.0602 -1.0928
*
```


No. 2
Molecular formula: C29H34N8O4PTa
Method: DFT, wB97M-V/def2-TZVPD

Values from the calculation:
LUMO = -12.24 eV
Relative energy (zero: lowest compared OMol25 entry of this formula, charge and spin) = 0.0537 eV
HOMO = -18.421 eV
Molecular weight = 770.57 g/mol

```
! wB97M-V def2-TZVPD RIJCOSX def2/J DEFGRID3
* xyz 4 1
Ta 0.7513 0.7167 0.9070
C -3.2275 -3.2352 1.5073
N -2.4552 -2.1248 0.9274
C -2.7527 -1.5216 -0.2657
C -1.8402 -0.5308 -0.4522
N -0.9953 -0.5142 0.6385
C -1.3961 -1.5091 1.4600
P -0.5861 -1.9968 3.0307
C 1.1183 -2.0801 2.3556
N 1.7106 -1.1559 1.5688
C 2.9559 -1.6654 1.2493
C 3.1059 -2.8697 1.8624
N 1.9494 -3.1115 2.5481
C 1.6920 -4.3336 3.3325
C -0.4526 -0.3046 3.6924
N 0.0134 0.7427 2.9812
C -0.1190 1.8494 3.8004
C -0.6442 1.4518 4.9882
N -0.8504 0.1011 4.9018
C -1.4335 -0.7009 5.9868
H -3.8238 -3.6762 0.7144
H -3.8821 -2.8541 2.2880
H -2.5495 -3.9861 1.9037
H -3.5820 -1.8436 -0.8725
H -1.7485 0.1678 -1.2675
H 3.6442 -1.1736 0.5828
H 3.9259 -3.5689 1.8604
H 2.6432 -4.8337 3.4879
H 1.0205 -4.9870 2.7806
H 1.2697 -4.0659 4.2970
H 0.1460 2.8408 3.4795
H -0.8957 2.0092 5.8755
H -0.8341 -0.5584 6.8826
H -1.4261 -1.7496 5.7042
H -2.4546 -0.3679 6.1581
N 2.8998 1.3939 1.2946
C 3.0652 2.7615 1.9115
C 2.5785 3.8657 0.9792
C 1.3301 3.4729 0.2449
O 0.9654 3.7297 -0.8458
O 0.5402 2.5726 1.0359
H 3.3656 0.7375 1.9205
H 3.4441 1.3546 0.4301
H 4.1151 2.9097 2.1598
H 2.4989 2.7548 2.8407
H 3.3228 4.1464 0.2316
H 2.3724 4.7624 1.5711
C -1.8074 -0.1317 -5.8504
O -1.1348 0.6217 -4.8154
C -1.8725 1.1208 -3.8203
C -3.1947 0.7603 -3.5397
C -3.8983 1.4081 -2.5386
C -3.3164 2.4172 -1.7748
C -2.0036 2.7752 -2.0213
C -1.2850 2.1090 -3.0118
N 0.0067 2.6236 -3.3677
C 1.1069 1.9903 -3.5388
C 1.3078 0.5543 -3.3263
C 1.6359 -0.1834 -4.4696
C 1.7911 -1.5584 -4.4222
C 1.6406 -2.2296 -3.2178
C 1.3705 -1.5200 -2.0567
C 1.2200 -0.1426 -2.1161
O 1.0617 0.4968 -0.8879
H -1.0693 -0.2729 -6.6327
H -2.6522 0.4355 -6.2385
H -2.1300 -1.0993 -5.4667
H -3.6880 0.0141 -4.1459
H -4.9352 1.1440 -2.3757
H -3.8969 2.9478 -1.0334
H -1.5414 3.5944 -1.4865
H 0.0312 3.6247 -3.5547
H 1.9295 2.5761 -3.9407
H 1.7422 0.3344 -5.4143
H 2.0333 -2.1012 -5.3253
H 1.7583 -3.3041 -3.1756
H 1.2948 -2.0277 -1.1039
*
```


No. 3
Molecular formula: C29H35Br2N5RuSi2
Method: DFT, wB97M-V/def2-TZVPD

Values from the calculation:
LUMO (alpha / beta) = -6.35 / -7.85 eV
Relative energy (zero: lowest compared OMol25 entry of this formula, charge and spin) = 0.8008 eV
⟨S²⟩ = 6.148
HOMO (alpha / beta) = -12.943 / -14.137 eV
Molecular weight = 770.68 g/mol

```
! wB97M-V def2-TZVPD RIJCOSX def2/J DEFGRID3
* xyz 2 5
Ru 12.9348 10.6710 9.1226
C 16.5895 11.8663 6.6684
Si 15.3700 10.4146 6.9187
C 13.9810 10.6250 5.6902
C 16.2475 8.7897 6.5102
N 14.8894 10.4933 8.6440
C 15.6752 10.3840 9.7207
C 17.0729 10.1933 9.6799
C 17.7802 10.1035 10.8394
C 17.1300 10.2224 12.1009
C 15.7707 10.3847 12.1321
C 15.0008 10.4270 10.9457
N 13.6445 10.4912 10.8719
Si 12.3983 10.4103 12.2248
C 13.0157 10.5754 13.9679
C 11.7023 8.6964 12.0279
C 11.2118 11.8417 11.8670
H 17.3054 11.5038 5.9411
H 17.1729 12.1539 7.5260
H 16.1506 12.7507 6.2177
H 14.4226 10.4753 4.7284
H 13.6601 11.6692 5.6589
H 13.1149 9.9574 5.8095
H 16.2477 8.7937 5.4212
H 15.8224 7.8203 6.7661
H 17.2796 8.7928 6.8884
H 17.6091 10.1364 8.7445
H 18.8478 9.9077 10.8298
H 17.6767 10.1508 13.0086
H 15.2518 10.4491 13.0698
H 13.6307 9.7288 14.3017
H 12.1446 10.5748 14.5960
H 13.5949 11.4842 14.1836
H 12.3236 8.0651 12.6999
H 11.7965 8.2878 11.0233
H 10.7218 8.5197 12.4635
H 11.6224 12.7314 12.2959
H 10.2450 11.6077 12.3215
H 11.0140 12.0641 10.8377
Br 13.5586 17.8927 8.1111
C 13.1091 16.1169 7.7834
C 11.8343 15.7525 7.2752
C 11.4862 14.4389 7.2248
C 12.4256 13.4113 7.6062
C 13.7451 13.7914 7.9618
C 14.0555 15.1188 8.1029
N 12.1147 12.1132 7.6972
C 10.6968 11.7787 7.5854
C 10.8494 9.2896 7.9604
C 9.9899 8.2747 7.5041
C 10.5838 7.0483 7.2485
C 11.9894 6.9269 7.3537
C 12.7465 7.9862 7.7814
N 12.1555 9.1318 8.1034
H 11.1662 16.5183 6.9669
H 10.4905 14.2111 6.8918
H 14.4214 13.0009 8.2471
H 14.9939 15.4128 8.5185
H 10.1106 12.5844 8.0188
H 8.9045 8.4360 7.3560
H 10.0156 6.1730 6.9673
H 12.4695 5.9667 7.1832
H 13.8039 7.8973 7.8778
Br 6.4129 10.9360 9.3321
C 7.9556 11.0371 8.3061
C 7.8034 11.3607 6.9246
C 8.8117 11.5809 5.9684
C 10.1641 11.6393 6.2039
N 10.3974 10.5766 8.4297
C 9.0767 10.5893 8.9481
H 6.7856 11.3797 6.5710
H 8.4495 11.6427 4.9602
H 10.8389 11.7280 5.3577
H 8.9826 10.1226 9.9185
*
```


No. 4
Molecular formula: C29H35BrN2O6
Method: DFT, wB97M-V/def2-TZVPD

Values from the calculation:
LUMO = 0.57 eV
SMILES = CCO[C@H]1OC(C(=O)N2CCN(Cc3ccc4c(c3)OCO4)CC2)=C[C@@H](c2ccc(Br)cc2)[C@@H]1CCCO
Relative energy (zero: lowest compared OMol25 entry of this formula, charge and spin) = 0.1381 eV
HOMO = -8.070 eV
Molecular weight = 587.51 g/mol

```
! wB97M-V def2-TZVPD RIJCOSX def2/J DEFGRID3
* xyz 0 1
C -3.0288 -1.9084 2.5171
C -3.1591 -0.4365 2.1621
O -2.4116 -0.1988 0.9882
C -2.2173 1.1540 0.6424
O -1.0666 1.2069 -0.1444
C -1.2375 0.7850 -1.4433
C 0.0604 0.5383 -2.1643
O 0.3440 1.1580 -3.1739
N 0.8449 -0.4251 -1.6459
C 0.5812 -1.2126 -0.4661
C 1.5790 -0.8333 0.6292
N 2.9278 -1.0581 0.1434
C 3.9324 -0.8517 1.1724
C 5.2788 -1.3565 0.7246
C 5.3730 -2.6062 0.1295
C 6.5888 -3.1287 -0.3002
C 7.7058 -2.3536 -0.1029
C 7.6205 -1.0971 0.4965
C 6.4210 -0.5753 0.9141
O 8.8710 -0.5413 0.5686
C 9.7478 -1.4879 -0.0037
O 9.0129 -2.6176 -0.4216
C 3.1817 -0.2396 -1.0301
C 2.1940 -0.6071 -2.1358
C -2.4151 0.6620 -2.0454
C -3.7125 0.9395 -1.3471
C -4.4802 -0.3239 -1.0205
C -3.9127 -1.5854 -1.1416
C -4.6273 -2.7201 -0.8022
C -5.9234 -2.5897 -0.3367
Br -6.9057 -4.1481 0.1582
C -6.5178 -1.3455 -0.2207
C -5.7918 -0.2216 -0.5677
C -3.4324 1.7686 -0.0751
C -3.1853 3.2381 -0.4357
C -2.9989 4.1487 0.7756
C -3.0088 5.6238 0.3638
O -2.8541 6.4926 1.4591
H -3.4042 -2.5161 1.6992
H -3.6012 -2.1228 3.4149
H -1.9856 -2.1593 2.6868
H -2.7743 0.1940 2.9781
H -4.2162 -0.1818 1.9985
H -1.9784 1.7268 1.5541
H -0.4386 -1.0692 -0.1136
H 0.7262 -2.2678 -0.7254
H 1.4118 -1.4624 1.5065
H 1.4096 0.2203 0.9140
H 3.6186 -1.4184 2.0558
H 4.0093 0.2106 1.4640
H 4.4689 -3.1768 -0.0093
H 6.6584 -4.0978 -0.7646
H 6.3709 0.3991 1.3714
H 10.4997 -1.7920 0.7424
H 10.2596 -1.0392 -0.8705
H 4.2020 -0.4278 -1.3694
H 3.0800 0.8364 -0.7995
H 2.3283 0.0338 -3.0080
H 2.3340 -1.6544 -2.4201
H -2.4498 0.3379 -3.0723
H -4.3443 1.5421 -2.0116
H -2.8972 -1.6838 -1.4921
H -4.1791 -3.6977 -0.8956
H -7.5332 -1.2571 0.1343
H -6.2576 0.7503 -0.4854
H -4.2878 1.7080 0.6046
H -4.0465 3.5953 -1.0060
H -2.3091 3.3085 -1.0829
H -3.8007 3.9821 1.4989
H -2.0477 3.9313 1.2680
H -2.2252 5.8016 -0.3867
H -3.9733 5.8852 -0.0777
H -2.0053 6.3156 1.8796
*
```


Looking at strongest force on any atom for the records above, in order, we have 0.40, 0.65, 1.66, 1.26 eV Å⁻¹.